# 1
Molecular formula: C27H55AlNO
Method: DFT, the ωB97M-V functional and the def2-TZVPD basis

For the maximum force, the calculation gives 0.019 Eh/bohr. The total energy is -39027.19622 eV.

The geometry in ORCA input format:
```
! RIJCOSX wB97M-V def2-TZVPD def2/J DEFGRID3
* xyz -1 1
O 4.09 -0.21 -1.55
C 3.64 -0.92 -0.70
C 4.31 -2.20 -0.29
C 4.07 -3.38 -1.24
Al 4.49 -5.19 -0.39
N 2.41 -0.49 -0.03
C 1.51 -1.59 0.20
C 1.34 -2.17 1.46
C 0.48 -3.24 1.62
C -0.20 -3.74 0.51
C -0.05 -3.15 -0.74
C 0.80 -2.08 -0.90
H 4.01 -2.45 0.73
H 5.37 -2.00 -0.26
H 4.72 -3.24 -2.11
H 3.05 -3.42 -1.62
H 4.67 -6.28 -1.59
H 5.82 -5.06 0.53
H 3.24 -5.67 0.54
H 2.68 -0.10 0.86
H 1.93 -1.77 2.28
H 0.39 -3.70 2.59
H -0.85 -4.59 0.63
H -0.58 -3.51 -1.61
H 0.94 -1.59 -1.85
C 6.75 0.62 0.74
C 6.21 1.71 1.66
C 6.97 1.84 2.97
C 6.96 0.59 3.85
C 5.57 0.08 4.22
C 4.75 1.08 5.03
H 6.69 -0.36 1.20
H 6.19 0.59 -0.19
H 7.80 0.81 0.49
H 5.15 1.51 1.86
H 6.24 2.67 1.14
H 6.57 2.69 3.54
H 8.02 2.10 2.75
H 7.52 0.80 4.77
H 7.51 -0.21 3.34
H 5.68 -0.84 4.80
H 5.02 -0.20 3.32
H 5.27 1.35 5.95
H 3.78 0.66 5.30
H 4.56 1.99 4.47
C -4.38 0.74 3.39
C -4.57 1.19 1.95
C -4.89 0.04 0.99
C -3.80 -1.03 0.89
C -2.43 -0.52 0.47
C -2.42 0.13 -0.91
H -3.54 0.05 3.50
H -4.19 1.59 4.04
H -5.27 0.23 3.76
H -3.67 1.72 1.61
H -5.38 1.92 1.91
H -5.09 0.46 0.00
H -5.82 -0.43 1.31
H -4.13 -1.78 0.16
H -3.71 -1.55 1.84
H -1.72 -1.35 0.46
H -2.05 0.19 1.21
H -2.77 -0.58 -1.67
H -1.41 0.44 -1.19
H -3.06 1.01 -0.95
C -3.77 1.16 -5.04
C -4.00 2.20 -3.95
C -5.23 1.91 -3.09
C -6.56 1.89 -3.83
C -6.90 3.18 -4.57
C -7.02 4.40 -3.66
H -4.59 1.12 -5.75
H -2.86 1.39 -5.60
H -3.65 0.17 -4.61
H -4.09 3.20 -4.40
H -3.13 2.24 -3.30
H -5.27 2.64 -2.27
H -5.09 0.94 -2.60
H -7.36 1.68 -3.11
H -6.58 1.06 -4.54
H -7.85 3.04 -5.10
H -6.15 3.38 -5.34
H -7.78 4.24 -2.89
H -7.30 5.29 -4.23
H -6.08 4.62 -3.15
*
```

Okay, here come the Löwdin numbers, in e, for every atom: number 1, O, carries 0.08; number 2, C, carries -0.45; number 3, C, carries -0.24; number 4, C, carries -0.34; number 5, Al, carries 0.12; number 6, N, carries 0.09; number 7, C, carries -0.28; number 8, C, carries -0.04; number 9, C, carries -0.08; number 10, C, carries -0.10; number 11, C, carries -0.09; number 12, C, carries -0.05; number 13, H, carries 0.09; number 14, H, carries 0.10; number 15, H, carries 0.04; number 16, H, carries 0.02; number 17, H, carries -0.17; number 18, H, carries -0.16; number 19, H, carries -0.16; number 20, H, carries 0.11; number 21, H, carries 0.11; number 22, H, carries 0.10; number 23, H, carries 0.10; number 24, H, carries 0.10; number 25, H, carries 0.12; number 26, C, carries -0.10; number 27, C, carries -0.27; number 28, C, carries -0.23; number 29, C, carries -0.23; number 30, C, carries -0.27; number 31, C, carries -0.11; number 32, H, carries 0.07; number 33, H, carries 0.06; number 34, H, carries 0.08; number 35, H, carries 0.09; number 36, H, carries 0.10; number 37, H, carries 0.10; number 38, H, carries 0.11; number 39, H, carries 0.11; number 40, H, carries 0.10; number 41, H, carries 0.11; number 42, H, carries 0.09; number 43, H, carries 0.07; number 44, H, carries 0.07; number 45, H, carries 0.06; number 46, C, carries -0.11; number 47, C, carries -0.27; number 48, C, carries -0.23; number 49, C, carries -0.22; number 50, C, carries -0.25; number 51, C, carries -0.10; number 52, H, carries 0.07; number 53, H, carries 0.07; number 54, H, carries 0.07; number 55, H, carries 0.10; number 56, H, carries 0.10; number 57, H, carries 0.09; number 58, H, carries 0.11; number 59, H, carries 0.11; number 60, H, carries 0.10; number 61, H, carries 0.08; number 62, H, carries 0.10; number 63, H, carries 0.08; number 64, H, carries 0.07; number 65, H, carries 0.05; number 66, C, carries -0.11; number 67, C, carries -0.27; number 68, C, carries -0.24; number 69, C, carries -0.23; number 70, C, carries -0.27; number 71, C, carries -0.11; number 72, H, carries 0.06; number 73, H, carries 0.07; number 74, H, carries 0.07; number 75, H, carries 0.10; number 76, H, carries 0.10; number 77, H, carries 0.10; number 78, H, carries 0.10; number 79, H, carries 0.11; number 80, H, carries 0.10; number 81, H, carries 0.10; number 82, H, carries 0.10; number 83, H, carries 0.07; number 84, H, carries 0.07; number 85, H, carries 0.06

---

# 2
Molecular formula: C5H7NO
Method: DFT, the ωB97M-V functional and the def2-TZVPD basis

For the maximum force, the calculation gives 0.039 Eh/bohr. Its structure (SMILES) is Cn1cccc1O. The total energy is -8834.49238 eV.

The geometry in ORCA input format:
```
! RIJCOSX wB97M-V def2-TZVPD def2/J DEFGRID3
* xyz 0 1
C 1.57 1.03 -0.09
N 0.37 0.27 0.17
C -0.58 0.53 1.14
C -1.60 -0.35 0.97
C -1.35 -1.11 -0.21
C -0.08 -0.73 -0.62
O 0.79 -1.17 -1.57
H 1.57 1.36 -1.13
H 2.46 0.43 0.10
H 1.56 1.90 0.56
H -0.48 1.38 1.79
H -2.50 -0.49 1.55
H -2.25 -0.99 -0.79
H 0.52 -2.05 -1.86
*
```

Okay, here come the Löwdin numbers, in e, for every atom: number 1, C, carries -0.02; number 2, N, carries -0.10; number 3, C, carries -0.10; number 4, C, carries -0.13; number 5, C, carries -0.08; number 6, C, carries -0.35; number 7, O, carries 0.08; number 8, H, carries 0.10; number 9, H, carries 0.09; number 10, H, carries 0.09; number 11, H, carries 0.11; number 12, H, carries 0.09; number 13, H, carries 0.10; number 14, H, carries 0.12

---

# 3
Molecular formula: C4H11NO3
Method: DFT, the ωB97M-V functional and the def2-TZVPD basis

For the maximum force, the calculation gives 0.046 Eh/bohr. Its structure (SMILES) is C[C@H](O)[C@@H](N)C=O.O. The total energy is -11958.04674 eV.

The geometry in ORCA input format:
```
! RIJCOSX wB97M-V def2-TZVPD def2/J DEFGRID3
* xyz 0 1
C 0.68 0.32 -2.28
C 0.79 -0.16 -0.83
O 1.25 -1.55 -0.97
C -0.57 -0.23 -0.12
N -1.52 -0.93 -0.97
C -0.43 -0.81 1.29
O -0.10 -0.07 2.18
H 1.39 -0.16 -2.94
H 0.82 1.40 -2.37
H -0.29 0.12 -2.74
H 1.62 0.39 -0.41
H 1.48 -1.94 -0.11
H -0.82 0.83 0.03
H -1.15 -1.85 -1.18
H -2.44 -0.99 -0.57
H -0.74 -1.86 1.37
O -0.14 2.63 3.87
H -0.62 2.27 3.12
H 0.81 2.59 3.65
*
```

Okay, here come the Löwdin numbers, in e, for every atom: number 1, C, carries -0.05; number 2, C, carries -0.35; number 3, O, carries -0.07; number 4, C, carries -0.33; number 5, N, carries 0.06; number 6, C, carries -0.21; number 7, O, carries 0.06; number 8, H, carries 0.08; number 9, H, carries 0.08; number 10, H, carries 0.07; number 11, H, carries 0.14; number 12, H, carries 0.10; number 13, H, carries 0.15; number 14, H, carries 0.08; number 15, H, carries 0.08; number 16, H, carries 0.13; number 17, O, carries -0.07; number 18, H, carries 0.01; number 19, H, carries 0.04